Entry 1:
Formula: C2HI3
Source: OMol25
Level of theory: the ωB97M-V functional and the def2-TZVPD basis

Each line ends with the Mulliken charge.
Element x y z (Å)
C -0.62 0.65 0.52  -0.447
C 0.50 -0.81 -0.22  -0.263
I 0.28 2.47 0.71  0.140
I -0.60 -2.52 -0.67  0.124
I 1.82 -0.10 -1.71  0.118
H -1.38 0.31 1.37  0.328

Results
E: -969.69435 Ha
HOMO level (alpha / beta): -8.48 / -8.64 eV
energy above the lowest of the compared OMol25 structures with the same formula, charge and spin: 91.4 kcal per mole

Entry 2:
Formula: C2HI5S
Source: OMol25
Level of theory: the ωB97M-V functional and the def2-TZVPD basis

Each line ends with the Mulliken charge.
Element x y z (Å)
C 0.24 -0.81 0.24  -0.263
C 0.89 0.43 -0.09  -1.027
S -2.29 0.28 -0.78  -0.137
I -0.21 -1.01 2.27  0.249
I 0.65 -2.51 -0.88  0.232
I 1.23 0.81 -2.26  0.265
I 3.01 0.44 0.77  0.195
I -0.06 2.29 0.64  0.336
H -3.44 0.08 0.10  0.149

Results
E: -1963.31751 Ha
HOMO level (alpha / beta): -8.96 / -8.33 eV
energy above the lowest of the compared OMol25 structures with the same formula, charge and spin: 69.7 kcal per mole

Entry 3:
Formula: C2HIN2O
Source: OMol25
Level of theory: the ωB97M-V functional and the def2-TZVPD basis

Each line ends with the Mulliken charge.
Element x y z (Å)
C -1.19 -1.15 0.47  0.605
C 0.58 -0.31 -0.15  0.641
N 0.08 -1.32 0.34  -0.230
N 0.24 0.89 -0.38  -0.368
O -2.24 -0.85 0.48  0.101
I 2.40 1.16 0.41  0.812
H 0.13 1.58 -1.18  0.439

Results
E: -558.31260 Ha
HOMO level: -21.28 eV
net charge: +2
energy above the lowest of the compared OMol25 structures with the same formula, charge and spin: 32.3 kcal per mole

Entry 4:
Formula: C2HIO2
Source: OMol25
Level of theory: the ωB97M-V functional and the def2-TZVPD basis

Each line ends with the Mulliken charge.
Element x y z (Å)
C 0.47 2.66 -0.29  0.109
C -0.53 -1.05 -0.21  -0.087
O 0.72 1.87 0.48  -0.108
O -0.59 0.04 -0.68  -0.344
I 1.26 -1.96 0.42  0.029
H -1.32 -1.56 0.28  0.402

Results
E: -524.94989 Ha
HOMO level: -10.18 eV
energy above the lowest of the compared OMol25 structures with the same formula, charge and spin: 4.5 kcal per mole

Entry 5:
Formula: C2HLiO2Tb
Source: OMol25
Level of theory: the ωB97M-V functional and the def2-TZVPD basis

Each line ends with the Mulliken charge.
Element x y z (Å)
O 1.14 -0.93 -0.15  -0.583
C 0.30 -1.69 -0.74  0.287
Tb 3.16 -0.87 0.71  1.973
Li -0.82 0.53 -0.32  1.053
H 0.76 -2.68 -0.99  0.387
C -2.00 2.37 0.55  -0.279
O -2.56 3.26 0.94  0.161

Results
⟨S²⟩: 12.906
E: -1057.88560 Ha
HOMO level (alpha / beta): -23.84 / -23.45 eV
spin multiplicity: 7
net charge: +3
energy above the lowest of the compared OMol25 structures with the same formula, charge and spin: 76.3 kcal per mole

Entry 6:
Formula: C2HN2O3S
Source: OMol25
Level of theory: the ωB97M-V functional and the def2-TZVPD basis

Each line ends with the Mulliken charge.
Element x y z (Å)
C 2.52 0.85 -0.05  0.250
C -1.29 -1.30 0.00  0.652
N 3.44 1.29 -0.59  -0.565
N -0.15 0.10 -0.24  0.024
O -2.40 -0.87 0.05  -0.605
O -0.66 -2.32 0.00  -0.512
O -0.94 1.23 -0.03  -0.344
S 1.28 0.10 0.77  -0.256
H -1.81 0.93 0.09  0.357

Results
⟨S²⟩: 2.013
E: -810.12838 Ha
HOMO level (alpha / beta): -1.24 / -4.94 eV
spin multiplicity: 3
net charge: -1
energy above the lowest of the compared OMol25 structures with the same formula, charge and spin: 1.0 kcal per mole

Entry 7:
Formula: C2HN2PS
Source: OMol25
Level of theory: the ωB97M-V functional and the def2-TZVPD basis

Each line ends with the Mulliken charge.
Element x y z (Å)
C 2.60 -0.19 -0.08  -0.003
C -1.63 0.94 -0.04  0.232
N 1.47 -0.33 -0.01  -0.274
N -1.20 1.84 0.53  -0.313
P -2.33 -0.50 -0.84  0.109
S -2.54 -1.67 0.70  -0.033
H 3.63 -0.08 -0.25  0.283

Results
⟨S²⟩: 2.010
E: -925.75967 Ha
HOMO level (alpha / beta): -8.15 / -10.92 eV
spin multiplicity: 3
energy above the lowest of the compared OMol25 structures with the same formula, charge and spin: 0.0 kcal per mole

Entry 8:
Formula: C2HN3O2
Source: OMol25
Level of theory: the ωB97M-V functional and the def2-TZVPD basis

Each line ends with the Mulliken charge.
Element x y z (Å)
N -3.54 -1.11 -0.56  -0.312
C -2.71 -0.96 -1.34  0.541
N -1.92 -0.79 -2.35  -0.004
O -0.76 -1.07 -2.56  -0.239
N 0.25 0.26 -0.09  -0.420
C -0.37 1.13 -0.62  0.604
O -1.00 1.88 -1.24  -0.398
H 0.85 0.24 0.63  0.228

Results
E: -391.41312 Ha
HOMO level (alpha / beta): -10.36 / -10.39 eV
energy above the lowest of the compared OMol25 structures with the same formula, charge and spin: 117.8 kcal per mole

Entry 9:
Formula: C2HN3O3
Source: OMol25
Level of theory: the ωB97M-V functional and the def2-TZVPD basis

Each line ends with the Mulliken charge.
Element x y z (Å)
C -0.88 -0.06 1.94  0.414
C 0.67 0.53 -0.29  0.425
N -0.90 0.21 3.07  -0.442
N -0.92 -0.27 0.67  -0.473
N 0.61 -0.05 -1.64  0.970
O -0.31 -0.77 -1.92  -0.489
O 1.36 1.29 0.23  -0.209
O 1.56 0.25 -2.32  -0.468
H -1.18 -1.15 0.26  0.273

Results
E: -466.59148 Ha
HOMO level (alpha / beta): -10.10 / -10.10 eV
energy above the lowest of the compared OMol25 structures with the same formula, charge and spin: 173.4 kcal per mole

Entry 10:
Formula: C2HN3OS2
Source: OMol25
Level of theory: the ωB97M-V functional and the def2-TZVPD basis

Each line ends with the Mulliken charge.
Element x y z (Å)
S -3.24 0.33 -0.10  -0.174
C -1.63 0.44 -0.09  -0.150
S -0.62 -0.97 0.20  -0.020
C 1.01 -0.27 0.05  0.602
N 1.35 1.06 0.26  -0.130
N 2.57 1.16 0.08  -0.160
O 3.07 -0.07 -0.22  0.003
N 2.07 -1.01 -0.22  -0.296
H -1.02 1.35 -0.32  0.325

Results
E: -1112.57741 Ha
HOMO level: -9.49 eV
energy above the lowest of the compared OMol25 structures with the same formula, charge and spin: 21.1 kcal per mole

Entry 11:
Formula: C2HN3S2
Source: OMol25
Level of theory: the ωB97M-V functional and the def2-TZVPD basis

Each line ends with the Mulliken charge.
Element x y z (Å)
N 2.50 1.00 1.34  -0.317
C 1.76 0.94 0.47  0.394
S 0.92 0.81 -0.94  -0.029
N -0.41 -0.10 -0.33  -0.271
S -1.71 0.80 0.21  -0.084
C -0.70 -1.30 -0.86  0.496
N -0.91 -2.33 -1.29  -0.379
H -1.46 0.17 1.40  0.189

Results
E: -1037.35768 Ha
HOMO level: -10.25 eV
energy above the lowest of the compared OMol25 structures with the same formula, charge and spin: 0.0 kcal per mole

Entry 12:
Formula: C2HN5O
Source: OMol25
Level of theory: the ωB97M-V functional and the def2-TZVPD basis

Each line ends with the Mulliken charge.
Element x y z (Å)
O -0.15 2.11 0.12  -0.412
C -0.04 1.04 -0.39  0.625
N 1.20 0.37 -0.74  -0.096
N 1.45 -0.80 -0.21  -0.226
C 0.64 -1.04 0.94  0.173
N -0.60 -1.05 1.10  -0.240
N -1.39 -0.86 -0.16  -0.041
N -1.21 0.09 -0.82  -0.163
H 1.43 -1.18 1.65  0.379

Results
E: -425.64867 Ha
HOMO level: -9.77 eV
energy above the lowest of the compared OMol25 structures with the same formula, charge and spin: 81.1 kcal per mole

Entry 13:
Formula: C2HNO
Source: OMol25
Level of theory: the ωB97M-V functional and the def2-TZVPD basis

Each line ends with the Mulliken charge.
Element x y z (Å)
N -0.05 2.49 -1.12  -0.209
C 0.23 1.39 -0.96  0.410
C 0.40 0.06 -0.65  -0.146
O 0.83 -1.08 -1.80  -0.375
H 0.00 -0.45 0.20  0.320

Results
E: -206.61310 Ha
HOMO level (alpha / beta): -11.41 / -11.40 eV
energy above the lowest of the compared OMol25 structures with the same formula, charge and spin: 100.3 kcal per mole

Entry 14:
Formula: C2HNO2
Source: OMol25
Level of theory: the ωB97M-V functional and the def2-TZVPD basis

Each line ends with the Mulliken charge.
Element x y z (Å)
C 0.91 0.66 0.01  0.000
C -0.38 -0.11 0.02  0.393
N 1.80 1.33 -0.05  -0.228
O -0.42 -1.29 -0.67  -0.216
O -0.48 -1.35 0.75  -0.220
H -1.42 0.76 -0.06  0.270

Results
E: -281.85522 Ha
HOMO level: -11.35 eV
energy above the lowest of the compared OMol25 structures with the same formula, charge and spin: 125.4 kcal per mole

Entry 15:
Formula: C2HNOS
Source: OMol25
Level of theory: the ωB97M-V functional and the def2-TZVPD basis

Each line ends with the Mulliken charge.
Element x y z (Å)
C 0.76 0.21 0.90  0.510
C -0.72 -0.39 -1.99  -0.004
N -0.02 1.04 1.25  -0.414
O 1.57 -0.60 0.76  -0.388
S -0.89 -1.87 -1.71  -0.008
H -0.70 1.61 0.80  0.304

Results
E: -604.92147 Ha
HOMO level: -11.08 eV
energy above the lowest of the compared OMol25 structures with the same formula, charge and spin: 41.1 kcal per mole

Entry 16:
Formula: C2HNS2
Source: OMol25
Level of theory: the ωB97M-V functional and the def2-TZVPD basis

Each line ends with the Mulliken charge.
Element x y z (Å)
C -1.30 0.34 -0.23  0.444
C -0.01 0.10 -0.14  -0.112
N -2.42 0.52 0.01  -0.275
S 0.01 -2.30 -0.11  -0.208
S 1.34 1.09 -0.05  -0.082
H 2.39 0.26 0.53  0.233

Results
E: -927.74470 Ha
HOMO level (alpha / beta): -8.83 / -8.88 eV
energy above the lowest of the compared OMol25 structures with the same formula, charge and spin: 91.3 kcal per mole

Entry 17:
Formula: C2HO2Sc
Source: OMol25
Level of theory: the ωB97M-V functional and the def2-TZVPD basis

Each line ends with the Mulliken charge.
Element x y z (Å)
O 0.56 2.78 1.75  -0.170
C 0.17 1.66 1.70  0.298
C 0.00 -1.13 -1.26  -0.227
O -0.98 -1.53 -0.57  -0.380
H -0.03 -1.46 -2.33  0.330
Sc 0.27 -0.32 0.71  1.148

Results
⟨S²⟩: 0.753
E: -987.65608 Ha
HOMO level (alpha / beta): -12.45 / -13.93 eV
spin multiplicity: 2
net charge: +1

Entry 18:
Formula: C2HO2Yb
Source: OMol25
Level of theory: the ωB97M-V functional and the def2-TZVPD basis

Each line ends with the Mulliken charge.
Element x y z (Å)
C 1.98 0.57 -0.12  0.681
C 1.37 1.65 -0.37  -0.375
H 1.48 2.69 -0.66  0.353
O -0.96 0.60 0.12  -0.624
Yb -0.42 -1.41 0.65  1.448
O 1.66 -0.61 0.25  -0.483

Results
⟨S²⟩: 2.015
E: -1385.50376 Ha
HOMO level (alpha / beta): -13.44 / -13.29 eV
spin multiplicity: 3
net charge: +1
energy above the lowest of the compared OMol25 structures with the same formula, charge and spin: 21.6 kcal per mole

Entry 19:
Formula: C2HO3PS2
Source: OMol25
Level of theory: the ωB97M-V functional and the def2-TZVPD basis

Each line ends with the Mulliken charge.
Element x y z (Å)
O -0.01 -2.15 0.14  -0.569
C -0.07 -0.95 0.08  0.346
C -0.32 0.01 -1.15  -0.298
S -0.64 -0.14 -2.99  -0.658
S 1.12 1.11 -0.61  -0.340
P 0.40 0.36 1.30  0.829
O 1.47 0.00 2.26  -0.758
O -0.77 1.15 1.79  -0.729
H -1.18 0.60 -0.82  0.178

Results
E: -1440.33355 Ha
HOMO level: 0.04 eV
net charge: -2
energy above the lowest of the compared OMol25 structures with the same formula, charge and spin: 0.0 kcal per mole

Entry 20:
Formula: C2HO3S2
Source: OMol25
Level of theory: the ωB97M-V functional and the def2-TZVPD basis

Each line ends with the Mulliken charge.
Element x y z (Å)
O 0.59 0.43 1.65  -0.662
C 0.94 0.53 0.44  0.409
O 1.98 0.46 -0.15  -0.628
C -0.39 0.86 -0.37  0.635
O -0.78 2.00 -0.51  -0.557
S -1.41 -0.43 -1.03  -0.163
S -0.29 -2.08 -0.64  -0.242
H -0.65 -1.78 0.61  0.208

Results
E: -1098.98105 Ha
HOMO level: -4.17 eV
net charge: -1
energy above the lowest of the compared OMol25 structures with the same formula, charge and spin: 6.3 kcal per mole